Entry 1:
Entry from the Open Molecules 2025 dataset: C4H12ClN2Si as an isolated structure (ωB97M-V/def2-TZVPD).

Summary:
HOMO = -12.89 eV
relative energy (zero: lowest compared OMol25 entry of this formula, charge and spin) = 219.7 kJ/mol
net charge = +1
gap between HOMO and LUMO = 0.3501 Eh

The geometry in XYZ format:
```
20
Properties=species:S:1:pos:R:3:nbo_charge:R:1
C -0.22196 -0.16970 1.35161 0.169
C -2.45133 0.85856 1.64717 -0.427
C 1.00508 1.44498 -1.31646 -0.450
C 1.14158 -0.55750 -0.06296 -0.247
N -1.26280 0.42566 0.89565 -0.507
N 0.73935 0.04699 -1.13855 -0.606
Si 1.23767 -2.45327 0.19690 0.846
Cl -0.00104 -0.47672 2.93791 0.158
H -3.36195 0.49403 1.04221 0.250
H -2.35883 2.00455 1.48046 0.232
H -2.17030 0.52747 2.59877 0.227
H 2.06584 1.43457 -1.75500 0.225
H 0.33024 1.87326 -2.17805 0.243
H 1.07821 1.96228 -0.35393 0.217
H 1.80345 -0.00357 0.48987 0.213
H -1.32004 0.69866 -0.13096 0.426
H 0.20281 -0.56433 -1.76087 0.411
H -0.04132 -2.94899 0.55447 -0.149
H 2.19266 -2.61305 1.31989 -0.112
H 1.72928 -2.87915 -1.17288 -0.120
```

---

Entry 2:
Entry from the Open Molecules 2025 dataset: a 5-piece molecular cluster, C5H19NO5 overall (ωB97M-V/def2-TZVPD).

Summary:
structure (SMILES) = CCC(=O)N(C)C.O.O.O.O
HOMO = -9.77 eV
relative energy (zero: lowest compared OMol25 entry of this formula, charge and spin) = 248.9 kJ/mol
gap between HOMO and LUMO = 0.3705 Eh

The geometry in XYZ format:
```
30
Properties=species:S:1:pos:R:3:nbo_charge:R:1
C -1.17456 0.25093 2.57971 -0.619
C -1.84603 -0.01548 1.23751 -0.511
C -0.83817 -0.06636 0.07930 0.715
O -0.21216 -1.08544 -0.19730 -0.670
N -0.46365 1.11450 -0.54688 -0.468
C 0.47757 1.18671 -1.69625 -0.432
C -1.06727 2.40954 -0.24954 -0.422
H -1.58757 1.03296 3.18344 0.215
H -0.12005 0.55745 2.49910 0.224
H -1.29545 -0.61351 3.23137 0.223
H -2.56610 -0.82559 1.22834 0.247
H -2.66841 0.74222 1.03059 0.217
H 1.20443 1.99942 -1.54351 0.218
H -0.08295 1.31371 -2.58842 0.185
H 0.80283 0.20619 -2.09514 0.252
H -1.04386 3.04261 -1.26075 0.204
H -0.64358 2.89270 0.62373 0.213
H -2.12551 2.29341 -0.18815 0.210
O -3.00438 0.14700 -2.23459 -0.927
H -3.56074 0.76876 -2.71644 0.465
H -2.15835 0.77971 -2.14472 0.463
O 3.58484 -2.52560 0.68237 -0.927
H 3.41355 -2.74756 1.65359 0.466
H 2.67029 -2.57494 0.42814 0.493
O 0.86766 -3.25882 -1.54057 -0.947
H 0.32993 -3.61471 -0.88754 0.457
H 0.31804 -2.41865 -1.62151 0.487
O 4.29068 -0.19896 1.28006 -0.967
H 4.22500 -1.09809 1.17878 0.481
H 4.27397 0.30591 0.59527 0.453
```

---

Entry 3:
Entry from the Open Molecules 2025 dataset: one molecule with the formula C3H2N2O2 (ωB97M-V/def2-TZVPD).

Summary:
structure (SMILES) = [H]/N=C(/C#N)OC=O
HOMO = -11.66 eV
relative energy (zero: lowest compared OMol25 entry of this formula, charge and spin) = 96.1 kJ/mol
gap between HOMO and LUMO = 0.4174 Eh

The geometry in XYZ format:
```
9
Properties=species:S:1:pos:R:3:nbo_charge:R:1
H -0.88479 -1.53309 -0.75049 0.375
N -1.43048 -0.69685 -0.52011 -0.548
C -0.75696 0.12353 0.14856 0.451
C -1.34388 1.30126 0.80484 0.205
N -1.74174 2.24598 1.34408 -0.235
O 0.58338 0.07951 0.47671 -0.517
C 1.58621 -0.39930 -0.32102 0.654
O 1.46469 -0.87982 -1.40711 -0.530
H 2.52358 -0.24122 0.22456 0.144
```

---

Entry 4:
Entry from the Open Molecules 2025 dataset: a 3-piece molecular cluster, C4H11NS overall (ωB97M-V/def2-TZVPD).

Summary:
HOMO = -7.88 eV
relative energy (zero: lowest compared OMol25 entry of this formula, charge and spin) = 405.6 kJ/mol
gap between HOMO and LUMO = 0.2613 Eh

The geometry in XYZ format:
```
17
Properties=species:S:1:pos:R:3:nbo_charge:R:1
C 2.14968 0.00967 -2.34943 -0.741
S 1.21478 -1.28697 -1.45499 -0.275
H 2.89918 0.45459 -1.69673 0.200
H 2.69695 -0.40344 -3.20521 0.213
H 1.48096 0.86279 -2.68085 0.205
C -1.94236 1.34319 0.73847 -0.641
C -0.96959 0.38548 1.41147 -0.278
C -0.82124 -0.90883 1.03090 0.079
N 0.22371 -1.67451 1.58991 -0.778
H -2.47724 0.85215 -0.07653 0.218
H -2.68014 1.69537 1.45856 0.218
H -1.42116 2.26255 0.39794 0.219
H -0.36319 0.84554 2.19705 0.218
H -1.55876 -1.33503 0.33729 0.222
H 1.05425 -1.08627 1.60243 0.391
H 0.39594 -2.41162 0.94201 0.387
H 0.11824 0.39535 -0.24230 0.144
```

---

Entry 5:
Entry from the Open Molecules 2025 dataset: C28H65F3N7O8STl as an isolated structure (ωB97M-V/def2-TZVPD).

Summary:
HOMO = -11.78 eV
net charge = +2
gap between HOMO and LUMO = 0.0330 Eh

The geometry in XYZ format:
```
113
Properties=species:S:1:pos:R:3:mulliken_charge:R:1
Tl -8.10193 -3.08631 -0.29677 1.000
C 0.41776 -0.65689 -0.82401 0.660
F 1.61463 -1.17841 -0.91156 -0.210
F 0.52075 0.44836 -0.13033 -0.205
F 0.05137 -0.39786 -2.06335 -0.214
S -0.88542 -1.87269 0.12745 1.086
O -0.55463 -3.23286 -0.35750 -0.478
O -0.66393 -1.62662 1.55294 -0.480
O -2.28263 -1.51056 -0.22998 -0.458
C 4.19094 0.19797 -7.01746 -0.989
C 5.23903 1.25648 -6.73650 -0.615
N 5.06321 2.54866 -7.41824 0.105
C 4.89917 2.37621 -8.91177 -0.458
C 4.94478 3.60835 -9.84464 -1.253
C 3.93179 3.36383 -6.96005 -0.248
C 3.93249 3.69390 -5.43965 -1.465
H 3.20953 0.60009 -6.76603 0.292
H 4.39344 -0.68547 -6.41196 0.400
H 4.29262 -0.08583 -8.06493 0.281
H 5.18366 1.39472 -5.65672 0.350
H 6.24089 0.87601 -6.93557 0.377
H 5.66927 1.61600 -9.04265 0.482
H 3.97281 1.86079 -9.16533 0.342
H 4.15957 4.33024 -9.62012 0.289
H 5.91141 4.05861 -9.61886 0.345
H 4.93656 3.48514 -10.92763 0.394
H 2.94815 2.97589 -7.22476 0.368
H 3.95423 4.36326 -7.39447 0.372
H 3.31531 3.04862 -4.81453 0.315
H 3.65189 4.74165 -5.33207 0.404
H 4.94153 3.74356 -5.03044 0.408
C 7.68607 3.10723 3.96578 -0.862
C 6.84059 3.01708 5.23388 -0.816
N 5.78522 1.90397 5.12315 0.155
C 6.26592 0.54163 4.75564 -0.520
C 7.42930 0.05519 5.57778 -1.072
C 4.66932 2.24048 4.21699 -0.406
C 3.99957 3.64643 4.42475 -1.284
H 8.28796 2.22577 3.74466 0.302
H 8.31361 3.99075 4.08279 0.401
H 7.04437 3.30780 3.10783 0.285
H 7.51682 3.00727 6.08870 0.345
H 6.36487 3.96475 5.48624 0.398
H 5.44407 -0.15832 4.90643 0.480
H 6.44645 0.47781 3.68259 0.417
H 7.82514 -0.79833 5.02741 0.329
H 8.09542 0.90979 5.69624 0.276
H 7.09358 -0.34974 6.53246 0.334
H 3.78554 1.60411 4.26248 0.445
H 4.88820 2.19112 3.15033 0.343
H 3.33230 3.81603 5.26979 0.324
H 3.31698 3.91236 3.61763 0.390
H 4.72785 4.44901 4.30820 0.322
C -5.17597 3.16172 -2.46606 -1.033
C -6.41209 3.47743 -1.67017 0.707
O -7.03143 2.57556 -1.14310 -0.637
N -6.72141 4.75219 -1.44309 -0.189
C -7.79039 5.28030 -0.60373 -0.834
H -5.49364 2.90148 -3.47573 0.283
H -4.78399 2.15743 -2.30526 0.296
H -4.39376 3.88689 -2.24158 0.325
H -6.22220 5.39612 -2.03993 0.234
H -8.76433 4.83198 -0.80008 0.278
H -7.92594 6.35707 -0.70516 0.335
H -7.45988 5.15206 0.42700 0.274
C -3.06559 -2.75027 -6.74928 -1.029
C -3.19517 -3.80882 -5.70473 0.754
O -4.13415 -3.76310 -4.88294 -0.649
N -2.43075 -4.88899 -5.53446 -0.142
C -1.27039 -5.26378 -6.37627 -0.872
H -3.24054 -3.24255 -7.70592 0.314
H -2.03332 -2.40035 -6.75847 0.306
H -3.81072 -1.95493 -6.73200 0.284
H -2.55226 -5.44289 -4.69869 0.254
H -1.63081 -5.84269 -7.22661 0.316
H -0.48326 -5.74219 -5.79348 0.324
H -0.65645 -4.48324 -6.82564 0.269
C -7.37048 0.21776 7.00905 -1.102
C -6.65295 0.66568 5.74342 0.730
O -7.03018 0.39722 4.58565 -0.653
N -5.60540 1.45076 6.02088 -0.180
C -4.90186 2.07688 4.89196 -0.863
H -8.37877 -0.07686 6.71811 0.310
H -7.43150 1.04676 7.71413 0.326
H -6.88888 -0.61831 7.51614 0.296
H -5.06249 1.16512 6.82322 0.254
H -4.72520 3.10528 5.20703 0.285
H -5.43120 2.07250 3.93913 0.328
H -3.94465 1.57126 4.76469 0.285
C -1.07669 3.23841 9.65951 -0.904
C -1.00301 1.72871 9.54283 0.733
O -2.03702 1.05658 9.78165 -0.680
N 0.09510 1.16664 9.10396 -0.211
C 0.21074 -0.30144 8.72825 -0.840
H -1.51928 3.49923 10.62086 0.278
H -1.77918 3.63601 8.92703 0.224
H -0.05147 3.60740 9.63021 0.299
H 0.85496 1.77032 8.82420 0.196
H 0.26619 -0.33553 7.64019 0.302
H -0.67104 -0.91266 8.92053 0.319
H 1.13185 -0.73642 9.11614 0.291
C -4.72157 -10.39389 -2.10072 -1.068
C -3.95164 -9.12646 -1.72082 0.692
O -4.61208 -8.17227 -1.44991 -0.614
N -2.58903 -9.07355 -1.59962 -0.190
C -1.62213 -10.10694 -1.95515 -0.784
H -4.73351 -10.49365 -3.18609 0.289
H -5.76747 -10.37817 -1.79424 0.286
H -4.20214 -11.28354 -1.74458 0.341
H -2.20605 -8.19562 -1.27923 0.222
H -1.26490 -10.49263 -1.00032 0.287
H -0.82329 -9.52348 -2.41290 0.274
H -2.08272 -10.91458 -2.52409 0.296
```

---

| no. | total energy (eV) |
| --- | --- |
| 1 | -27713.145 |
| 2 | -17218.681 |
| 3 | -10217.193 |
| 4 | -16647.590 |
| 5 | -80558.523 |